Model w:
C5H16N3 | ωB97M-V/def2-TZVPD

Summary:
Net charge: +1
Kohn-Sham gap, eV: 7.466
Highest occupied orbital energy, eV: -11.0
Spin multiplicity: 1

Positions of all 24 atoms, in Å:
C 0.729 -1.540 0.785
C -0.532 -1.956 0.032
C -1.428 -0.811 -0.401
N -0.094 -2.726 -1.228
H 1.145 -2.409 1.285
H 1.476 -1.143 0.098
H 0.491 -0.769 1.505
H -1.088 -2.693 0.604
H -0.889 -0.162 -1.093
H -1.634 -0.204 0.479
H -2.348 -1.168 -0.859
H 0.198 -3.681 -1.022
H -0.869 -2.777 -1.892
H 0.685 -2.249 -1.684
C 0.314 2.479 -0.320
C 0.516 2.327 0.975
N -0.408 1.651 1.843
N 1.204 3.197 -1.165
H -0.586 2.083 -0.783
H 1.402 2.747 1.442
H -1.170 2.260 2.114
H 0.068 1.392 2.698
H 0.762 3.457 -2.035
H 2.055 2.695 -1.379

Mulliken population analysis, charges in e, atoms 1 to 6:
1. C -1.15
2. C 0.39
3. C -1.34
4. N -0.35
5. H 0.40
6. H 0.42


Model x:
C5H16N3 | ωB97M-V/def2-TZVPD

Summary:
Net charge: +1
Kohn-Sham gap, eV: 10.624
Highest occupied orbital energy, eV: -13.5
Spin multiplicity: 1

Positions of all 24 atoms, in Å:
C -1.885 -0.148 0.713
C 1.315 0.913 2.458
C -0.077 -1.630 -2.485
C -1.377 1.263 0.632
C 1.511 0.288 1.173
N 2.043 -0.568 0.530
N 0.027 1.327 0.170
N 1.000 -0.722 -2.023
H -1.232 -0.682 1.442
H -2.792 -0.291 1.205
H -1.945 -0.858 -0.188
H 1.434 1.980 2.376
H 2.062 0.420 2.999
H 0.272 0.741 2.564
H -0.687 -1.176 -3.206
H 0.351 -2.530 -2.923
H -0.631 -1.933 -1.611
H -2.002 1.926 0.060
H -1.286 1.700 1.595
H 2.382 -0.985 -0.322
H 1.866 -1.214 -2.203
H 0.352 2.305 0.190
H 0.329 0.893 -0.807
H 1.184 0.033 -2.731

Mulliken population analysis, charges in e, atoms 1 to 6:
1. C -0.77
2. C -0.98
3. C -0.85
4. C -0.53
5. C 0.73
6. N -0.25


Least stable: model x


Model w:
C5H16N3 | ωB97M-V/def2-TZVPD

Summary:
Net charge: +1
Kohn-Sham gap, eV: 10.671
Highest occupied orbital energy, eV: -13.2
Spin multiplicity: 1

Positions of all 24 atoms, in Å:
C 0.541 -1.541 1.668
N -1.341 -0.334 3.306
C -1.089 0.095 2.049
N -0.234 -0.376 1.227
H 1.387 -1.673 1.008
H -0.065 -2.446 1.634
H 0.926 -1.399 2.678
H -1.105 -1.283 3.552
H -2.198 -0.004 3.719
H -1.660 0.984 1.792
C 2.172 0.879 -1.172
C 0.994 0.300 -1.922
N -0.295 0.695 -1.282
C -1.498 0.378 -2.095
H 2.183 0.535 -0.138
H 3.093 0.577 -1.651
H 2.152 1.976 -1.170
H 0.952 0.620 -2.961
H 1.018 -0.781 -1.943
H -0.254 1.700 -1.120
H -0.347 0.255 -0.303
H -1.612 1.124 -2.874
H -2.368 0.319 -1.448
H -1.352 -0.598 -2.555

Mulliken population analysis, charges in e, atoms 1 to 6:
1. C -1.34
2. N -0.42
3. C 0.06
4. N -0.50
5. H 0.32
6. H 0.39


Model x:
C5H16N3 | ωB97M-V/def2-TZVPD

Summary:
Net charge: +1
Kohn-Sham gap, eV: 11.518
Structure (SMILES): C[C@@H](N)[C@@H](N)[NH+](C)C
Highest occupied orbital energy, eV: -14.2
Spin multiplicity: 1

Positions of all 24 atoms, in Å:
C 2.576 0.512 0.118
C 1.447 -0.359 -0.315
N 1.276 -1.559 0.544
C 0.078 0.622 0.160
N -0.214 1.792 -0.555
N -1.074 -0.472 0.003
C -1.995 -0.224 1.129
C -1.658 -0.470 -1.420
H 2.515 0.753 1.193
H 3.481 0.114 -0.169
H 2.523 1.528 -0.264
H 1.311 -0.579 -1.451
H 2.173 -2.034 0.565
H 1.230 -1.232 1.525
H 0.388 0.663 1.226
H -0.148 1.804 -1.519
H -1.010 2.247 -0.226
H -0.678 -1.395 0.253
H -1.611 -0.281 2.110
H -2.445 0.827 1.102
H -2.756 -1.099 1.218
H -2.416 -1.300 -1.589
H -2.193 0.496 -1.520
H -0.802 -0.356 -2.119

Mulliken population analysis, charges in e, atoms 1 to 6:
1. C -1.30
2. C 0.14
3. N -0.67
4. C -0.70
5. N -0.43
6. N 0.09


Model y:
C5H16N3 | ωB97M-V/def2-TZVPD

Summary:
Net charge: +1
Kohn-Sham gap, eV: 5.166
Highest occupied orbital energy, eV: -13.0
Spin multiplicity: 1

Positions of all 24 atoms, in Å:
N 0.506 -1.941 -2.203
C 0.555 -0.487 -2.518
C -0.352 0.056 -1.392
N 0.254 -0.004 -0.099
C 0.869 1.112 0.562
C 0.102 2.505 0.535
N -1.209 -0.259 1.813
C -0.604 -1.040 2.969
H -0.784 0.010 0.852
H 0.739 -2.509 -2.892
H 0.784 -2.019 -1.269
H 1.548 0.085 -2.475
H 0.132 -0.375 -3.547
H -0.633 1.125 -1.760
H -1.165 -0.654 -1.383
H 0.798 3.255 0.726
H 0.985 0.968 1.685
H 1.934 1.177 0.192
H -0.106 2.627 -0.594
H -0.877 2.642 1.065
H -2.267 -0.151 2.014
H -0.790 -0.506 3.930
H 0.513 -1.148 2.894
H -1.085 -1.976 3.046

Mulliken population analysis, charges in e, atoms 1 to 6:
1. N -0.41
2. C -0.45
3. C -0.20
4. N -0.06
5. C -0.39
6. C -0.95


Model z:
C5H16N3 | ωB97M-V/def2-TZVPD

Summary:
Net charge: +1
Kohn-Sham gap, eV: 4.213
Highest occupied orbital energy, eV: -13.0
Spin multiplicity: 1

Positions of all 24 atoms, in Å:
N 0.300 1.289 -1.509
C 0.165 2.054 -0.261
C -0.860 1.425 0.710
N -0.595 0.004 1.112
C 0.641 -0.079 1.882
C 0.743 -1.532 2.381
N 0.178 -1.414 -1.543
C -0.848 -1.319 -2.490
H -0.449 -0.547 0.265
H 0.916 1.750 -2.167
H 0.347 0.248 -1.486
H 1.092 2.196 0.288
H -0.217 2.986 -0.693
H -1.042 1.985 1.622
H -1.763 1.396 0.076
H 0.326 -2.236 1.660
H 1.599 0.250 1.427
H 0.440 0.564 2.748
H 1.614 -1.824 2.973
H -0.045 -1.614 3.166
H 1.083 -1.795 -1.839
H -1.458 -0.441 -2.210
H -1.527 -2.193 -2.548
H -0.642 -1.152 -3.563

Mulliken population analysis, charges in e, atoms 1 to 6:
1. N -0.23
2. C -0.40
3. C -0.67
4. N -0.25
5. C -0.35
6. C -1.13


Least stable: model y


Model w:
C4H6N3 | ωB97M-V/def2-TZVPD

Summary:
Net charge: +1
Kohn-Sham gap (spin up / spin down), eV: 8.108 / 6.626
Structure (SMILES): CC1=NN=[N+]=C1C
Highest occupied orbital energy (spin up / spin down), eV: -16.9 / -16.0
Spin multiplicity: 1

Positions of all 13 atoms, in Å:
C -0.233 1.611 0.275
C -1.238 0.634 0.237
N -2.486 0.793 0.691
N -3.256 -0.117 0.460
N -2.495 -1.211 -0.085
C -1.302 -0.703 -0.320
C -0.259 -1.461 -0.975
H 0.202 1.676 -0.829
H 0.672 1.385 1.011
H -0.610 2.604 0.658
H 0.192 -2.195 -0.224
H 0.397 -0.708 -1.221
H -0.728 -2.008 -1.859

Mulliken population analysis, charges in e, atoms 1 to 6:
1. C -1.11
2. C 0.70
3. N 0.18
4. N -0.22
5. N -0.22
6. C 0.58


Model x:
C4H6N3 | ωB97M-V/def2-TZVPD

Summary:
Net charge: +1
Kohn-Sham gap (spin up / spin down), eV: 8.530 / 8.529
Highest occupied orbital energy (spin up / spin down), eV: -14.5 / -14.5
Spin multiplicity: 1

Positions of all 13 atoms, in Å:
C -1.028 0.651 -0.127
C 0.591 -0.957 0.006
C -0.876 -0.908 -0.118
C 1.241 0.696 0.074
N -0.034 1.410 -0.065
N 1.198 -0.359 1.030
N 1.265 -0.282 -0.998
H -1.949 1.185 -0.207
H -1.519 -1.353 0.816
H -1.233 -1.446 -0.924
H 2.948 1.518 0.400
H 0.833 -0.435 1.965
H 0.983 -0.229 -1.957

Mulliken population analysis, charges in e, atoms 1 to 6:
1. C -0.09
2. C 0.72
3. C -0.79
4. C -0.08
5. N -0.39
6. N -0.19


Least stable: model x


Model w:
C3H10NO | ωB97M-V/def2-TZVPD

Summary:
Net charge: +1
Kohn-Sham gap, eV: 8.403
Highest occupied orbital energy, eV: -14.3
Spin multiplicity: 1

Positions of all 15 atoms, in Å:
C 0.039 -1.199 1.733
N 1.327 -1.206 0.928
H -0.651 -0.624 1.108
H -0.215 -2.244 1.875
H 0.217 -0.549 2.585
H 2.171 -0.747 1.236
H 1.034 -0.536 -0.506
H 1.514 -2.126 0.532
O 0.458 1.580 0.006
C -0.632 1.532 -0.523
C -0.848 1.250 -1.981
H -1.576 1.434 0.019
H -0.936 0.163 -2.001
H -0.095 1.658 -2.669
H -1.809 1.613 -2.341

Mulliken population analysis, charges in e, atoms 1 to 6:
1. C -0.46
2. N -0.51
3. H 0.10
4. H 0.34
5. H 0.32
6. H 0.32


Model x:
C3H10NO | ωB97M-V/def2-TZVPD

Summary:
Net charge: +1
Kohn-Sham gap, eV: 11.344
Highest occupied orbital energy, eV: -14.8
Spin multiplicity: 1

Positions of all 15 atoms, in Å:
C -1.007 1.602 -0.171
C -0.026 0.874 0.695
C 0.228 1.105 1.970
N 0.261 -0.515 0.194
H -1.006 2.662 0.080
H -0.718 1.562 -1.222
H -2.012 1.232 0.035
H 0.890 0.521 2.598
H -0.172 2.001 2.431
H 1.136 -0.902 0.532
H 0.418 -0.451 -0.816
H -0.572 -1.093 0.264
H 0.746 -2.000 -2.810
H 0.766 -3.216 -1.932
O 0.449 -2.300 -1.941

Mulliken population analysis, charges in e, atoms 1 to 6:
1. C -1.23
2. C 0.67
3. C -0.90
4. N -0.29
5. H 0.37
6. H 0.40


Least stable: model w


Model w:
C3H10NO | ωB97M-V/def2-TZVPD

Summary:
Net charge: +1
Kohn-Sham gap, eV: 11.274
Structure (SMILES): [NH3+]CCCO
Highest occupied orbital energy, eV: -14.8
Spin multiplicity: 1

Positions of all 15 atoms, in Å:
N -1.001 -1.277 0.229
C -0.349 -0.266 1.163
C 0.831 0.478 0.553
C 0.698 1.021 -0.905
O -0.481 0.544 -1.572
H -0.243 -1.696 -0.286
H -1.630 -0.817 -0.424
H -1.423 -2.016 0.783
H -1.088 0.428 1.535
H 0.018 -0.909 1.946
H 1.010 1.339 1.161
H 1.770 -0.072 0.621
H 0.578 2.090 -0.837
H 1.598 0.809 -1.476
H -0.287 0.343 -2.490

Mulliken population analysis, charges in e, atoms 1 to 6:
1. N -0.29
2. C -0.58
3. C -0.67
4. C -0.31
5. O -0.54
6. H 0.31


Model x:
C3H10NO | ωB97M-V/def2-TZVPD

Summary:
Net charge: +1
Kohn-Sham gap, eV: 11.422
Highest occupied orbital energy, eV: -14.9
Spin multiplicity: 1

Positions of all 15 atoms, in Å:
C -1.306 1.915 -1.120
O -1.528 0.943 -0.046
H -2.048 2.652 -1.461
H -0.984 1.434 -2.024
H -0.283 2.348 -0.945
H -2.323 0.958 0.370
C 0.841 -1.334 0.782
C 1.098 -2.304 -0.049
N 1.119 0.113 0.582
H 0.286 -1.443 1.723
H 0.633 -3.303 0.020
H 1.823 -2.182 -0.853
H 0.180 0.461 0.239
H 1.983 0.312 0.187
H 1.318 0.772 1.367

Mulliken population analysis, charges in e, atoms 1 to 6:
1. C -0.67
2. O -0.60
3. H 0.37
4. H 0.31
5. H 0.22
6. H 0.30


Least stable: model x


Model w:
C3H10NO | ωB97M-V/def2-TZVPD

Summary:
Net charge: +1
Kohn-Sham gap, eV: 7.305
Highest occupied orbital energy, eV: -13.5
Spin multiplicity: 1

Positions of all 15 atoms, in Å:
C -0.958 1.983 0.426
N -1.763 1.961 -0.553
H -1.067 1.293 1.347
H -0.163 2.732 0.603
H -2.068 2.740 -1.168
H -2.399 1.236 -0.372
C 0.332 -1.584 0.109
O 0.663 -2.893 -0.083
C 1.476 -0.664 0.041
H 0.032 -1.557 1.109
H -0.393 -1.260 -0.604
H 0.817 -2.917 -0.998
H 2.388 -0.962 0.489
H 1.172 0.305 0.574
H 1.931 -0.412 -0.918

Mulliken population analysis, charges in e, atoms 1 to 6:
1. C -0.18
2. N -0.14
3. H 0.33
4. H 0.33
5. H 0.32
6. H 0.31


Model x:
C3H10NO | ωB97M-V/def2-TZVPD

Summary:
Net charge: +1
Kohn-Sham gap, eV: 11.845
Highest occupied orbital energy, eV: -15.2
Spin multiplicity: 1

Positions of all 15 atoms, in Å:
C -2.237 -0.541 -0.717
O -1.698 0.418 0.252
H -2.366 -1.493 -0.206
H -3.061 -0.061 -1.251
H -1.409 -0.666 -1.447
H -2.400 0.862 0.738
C 1.285 -0.332 0.484
C 2.566 -0.622 0.531
N 0.778 1.000 0.051
H 0.418 -0.943 0.729
H 3.004 -1.479 1.015
H 3.199 0.027 -0.079
H 0.759 1.619 0.862
H 1.413 1.283 -0.697
H -0.251 0.928 -0.265

Mulliken population analysis, charges in e, atoms 1 to 6:
1. C -0.54
2. O -0.60
3. H 0.26
4. H 0.33
5. H 0.24
6. H 0.31


Least stable: model w


Model w:
C3H10NO | ωB97M-V/def2-TZVPD

Summary:
Net charge: +1
Kohn-Sham gap, eV: 8.265
Highest occupied orbital energy, eV: -13.9
Spin multiplicity: 1

Positions of all 15 atoms, in Å:
C 0.509 -2.223 1.150
N -0.700 -1.896 1.309
H 1.133 -2.334 2.027
H 0.845 -2.642 0.212
H -1.387 -1.833 0.562
H -1.096 -1.438 2.135
C 0.651 1.205 -0.742
O -0.291 0.954 0.348
C -0.072 1.730 -1.989
H 1.234 2.051 -0.427
H 1.029 0.210 -0.946
H -0.684 1.804 0.578
H -1.128 1.458 -2.038
H 0.111 2.758 -2.282
H 0.212 1.127 -2.850

Mulliken population analysis, charges in e, atoms 1 to 6:
1. C -0.09
2. N -0.09
3. H 0.28
4. H 0.29
5. H 0.29
6. H 0.28


Model x:
C3H10NO | ωB97M-V/def2-TZVPD

Summary:
Net charge: +1
Kohn-Sham gap, eV: 3.584
Highest occupied orbital energy, eV: -11.9
Spin multiplicity: 1

Positions of all 15 atoms, in Å:
C -0.489 0.185 0.801
O 0.648 0.751 0.010
C -1.463 -0.512 -0.051
C -2.780 -0.073 -0.414
N 3.855 -0.148 -0.118
H -0.018 -0.577 1.422
H -0.919 0.993 1.373
H 0.219 0.559 -0.836
H -1.293 -1.571 -0.239
H -3.111 0.577 0.420
H -3.407 -0.951 -0.538
H -2.793 0.718 -1.176
H 4.188 -0.512 -0.989
H 2.884 0.057 0.010
H 4.478 0.504 0.324

Mulliken population analysis, charges in e, atoms 1 to 6:
1. C -0.17
2. O -0.39
3. C 0.02
4. C -0.87
5. N -0.60
6. H 0.27


Least stable: model x